Entry 1:
Computed, not measured: C36H43AsBr2GdN4O as an isolated structure at a distorted geometry, with ωB97M-V/def2-TZVPD.

The geometry in XYZ format:
```
88
C36H43AsBr2GdN4O, DFT ωB97M-V/def2-TZVPD
Gd 1.22817 0.36595 -0.11991
C 4.14424 -1.49403 -0.57317
N 3.76032 -0.08556 -0.79326
C 4.73831 0.75768 -0.07179
C 3.85260 0.25660 -2.22790
C 2.74318 -0.35549 -3.05366
N 1.40330 0.13882 -2.65633
C 0.37585 -0.83653 -3.08217
C 1.12573 1.43312 -3.31004
H 5.18811 -1.65864 -0.85781
H 3.52232 -2.16405 -1.16083
H 4.02726 -1.74834 0.48013
H 5.74224 0.60461 -0.47925
H 4.75119 0.49165 0.98269
H 4.47869 1.81057 -0.17483
H 4.81903 -0.06769 -2.63012
H 3.82641 1.34548 -2.31226
H 2.74600 -1.44144 -2.96636
H 2.92434 -0.12319 -4.10752
H 0.45201 -1.01640 -4.15811
H -0.61388 -0.44947 -2.85710
H 0.51780 -1.78214 -2.55929
H 0.99986 1.28528 -4.38618
H 1.94630 2.12878 -3.14830
H 0.20679 1.85643 -2.90832
C 0.91636 -5.75333 -0.39881
C 0.71302 -4.48693 0.38296
C 0.11583 -4.47926 1.64147
C -0.07424 -3.29050 2.32865
C 0.35762 -2.14147 1.70707
Br 0.15563 -0.45557 2.57316
N 0.93407 -2.09354 0.51448
C 1.10430 -3.26013 -0.12993
H 0.93829 -6.61872 0.26062
H 1.84938 -5.73035 -0.96081
H 0.10097 -5.89749 -1.11014
H -0.19943 -5.41234 2.09391
H -0.53129 -3.26009 3.30707
H 1.57716 -3.20943 -1.10345
C 4.44301 2.50478 4.73220
C 3.67629 2.77290 3.48471
C 3.54656 4.08191 2.95442
C 2.83728 4.28909 1.78039
C 2.29147 3.16906 1.18597
Br 1.28632 3.31492 -0.42361
N 2.38210 1.90395 1.63133
C 3.06717 1.72244 2.78051
H 4.50286 3.39420 5.35701
H 5.46687 2.20448 4.48672
H 3.99279 1.69855 5.31200
H 3.99659 4.92170 3.46718
H 2.71282 5.27321 1.35190
H 3.12443 0.70666 3.15374
O -0.82348 0.48565 -0.53470
As -2.52601 0.43034 -0.27325
C -3.39688 0.64118 -1.92325
C -2.91269 1.63171 -2.85929
C -3.61103 1.85809 -4.03058
C -4.77012 1.14576 -4.29768
C -5.25912 0.17419 -3.35350
C -4.56974 -0.06531 -2.17778
C -2.98117 1.83012 0.92624
C -2.00979 2.48966 1.67135
C -2.38953 3.49097 2.55257
C -3.73188 3.82379 2.68412
C -4.69818 3.16492 1.93499
C -4.32720 2.16489 1.04801
C -2.96425 -1.24978 0.48827
C -3.32194 -1.31500 1.83332
C -3.65688 -2.54321 2.38770
C -3.63288 -3.68810 1.60146
C -3.27043 -3.61910 0.26041
C -2.93508 -2.39753 -0.30353
H -2.03289 2.21601 -2.62897
H -3.26091 2.60238 -4.73331
H -5.31949 1.32656 -5.21070
H -6.17149 -0.36753 -3.56103
H -4.94780 -0.79738 -1.47509
H -0.96302 2.23704 1.55839
H -1.64316 4.01476 3.13567
H -4.02672 4.60592 3.37123
H -5.74092 3.43430 2.03698
H -5.08640 1.66509 0.45738
H -3.36955 -0.41674 2.43731
H -3.96171 -2.60182 3.42461
H -3.91996 -4.63966 2.03070
H -3.27736 -4.51212 -0.35117
H -2.68074 -2.34076 -1.35589
```

## Properties
Energy above the lowest of the compared OMol25 structures with the same formula, charge and spin in kcal per mole: 0.46
<S²>: 16.03
HOMO (alpha / beta) in eV: -16.3 / -16.3
Spin multiplicity: 8
Molecular weight in g/mol: 939.75
E in Eh: -9840.55410
Kohn-Sham gap (alpha / beta) in eV: 8.69 / 4.54
Charge: +3

Entry 2:
Computed, not measured: C36H43CsFN3PSi2 as an isolated structure at a distorted geometry, with ωB97M-V/def2-TZVPD.

The geometry in XYZ format:
```
87
C36H43CsFN3PSi2, DFT ωB97M-V/def2-TZVPD
Cs 0.15198 -0.26712 0.72632
C -1.69065 -2.46779 4.03344
C -1.02143 -1.15228 4.32882
C -1.34819 -0.42571 5.45772
C -0.63267 0.75234 5.69694
C 0.36806 1.13362 4.84274
C 0.69787 0.32327 3.70848
N -0.06479 -0.78605 3.46489
N 1.70156 0.58826 2.85318
Si 3.22739 1.08526 3.39139
C 4.48659 0.37614 2.19533
C 3.66968 0.40027 5.08711
C 3.53264 2.94187 3.49554
H -1.03559 -3.28681 4.34246
H -1.86885 -2.57613 2.96425
H -2.63906 -2.56702 4.56161
H -2.13280 -0.76174 6.12215
H -0.86874 1.36391 6.56154
H 0.92390 2.04992 5.00379
H 4.48548 -0.71588 2.26356
H 5.50588 0.73582 2.38046
H 4.20674 0.62539 1.17273
H 3.47048 -0.67520 5.12354
H 3.08525 0.87024 5.88229
H 4.73049 0.56067 5.30628
H 3.25268 3.44198 2.56423
H 4.58945 3.15448 3.69539
H 2.94390 3.39082 4.30202
C -4.40052 -4.06969 0.31422
Si -4.33816 -2.19927 0.06182
C -5.97142 -1.73074 -0.76597
C -4.37991 -1.43023 1.78272
N -2.97515 -1.65829 -0.76488
C -2.72978 -1.81692 -2.07389
C -3.44233 -2.63485 -3.00498
C -3.12180 -2.72051 -4.35265
C -2.06205 -2.00339 -4.89566
C -1.32039 -1.19696 -4.03075
C -1.65757 -1.13499 -2.70403
F -0.87927 -0.34341 -1.89969
H -5.32827 -4.37686 0.80893
H -3.55998 -4.39845 0.93393
H -4.33115 -4.60214 -0.63927
H -6.80433 -2.31231 -0.35701
H -5.93710 -1.89831 -1.84544
H -6.18842 -0.67018 -0.60646
H -5.35711 -0.98525 1.99570
H -3.62673 -0.64188 1.86291
H -4.18159 -2.16740 2.56373
H -4.26873 -3.22379 -2.62306
H -3.71257 -3.36853 -4.99152
H -1.80830 -2.07238 -5.94499
H -0.46989 -0.62007 -4.37882
C 3.82944 2.51251 -6.45152
C 2.52014 2.15049 -6.18010
C 2.11598 1.94686 -4.86353
C 3.01472 2.09695 -3.81312
C 4.32890 2.46637 -4.09720
C 4.73492 2.67238 -5.40527
P 2.41847 1.73402 -2.10349
C 3.14428 3.18249 -1.23002
C 4.20972 3.23707 -0.33748
C 4.61603 4.44876 0.21423
C 3.96781 5.62481 -0.11971
C 2.89139 5.58454 -0.99866
C 2.48216 4.37703 -1.53712
C 3.42257 0.22261 -1.80826
C 4.78369 0.12207 -1.52274
C 5.40309 -1.11687 -1.44463
C 4.68506 -2.27849 -1.69231
C 3.34343 -2.19551 -2.03423
C 2.71683 -0.95750 -2.08181
H 4.14864 2.67153 -7.47424
H 1.80968 2.02436 -6.98777
H 1.09185 1.66054 -4.65029
H 5.04054 2.59827 -3.28828
H 5.75914 2.95791 -5.61293
H 4.72149 2.34204 -0.03056
H 5.43326 4.46012 0.92460
H 4.28437 6.56502 0.31391
H 2.36367 6.49436 -1.25610
H 1.63174 4.35418 -2.21069
H 5.38549 1.00661 -1.37496
H 6.45564 -1.17122 -1.19545
H 5.17408 -3.24283 -1.63502
H 2.77839 -3.09073 -2.26051
H 1.66937 -0.89824 -2.36413
```

## Properties
HOMO in eV: -3.7
Molecular weight in g/mol: 756.81
E in Eh: -2602.39128
Kohn-Sham gap in eV: 5.76
Charge: -1

Entry 3:
Computed, not measured: a 6-piece molecular cluster, C36H44 overall at a distorted geometry, with ωB97M-V/def2-TZVPD.

The geometry in XYZ format:
```
80
C36H44, DFT ωB97M-V/def2-TZVPD
C -28.68719 -12.63041 -9.92145
C -28.64376 -11.42514 -10.58931
C -29.56059 -10.46149 -10.22545
C -30.55224 -10.69395 -9.27241
C -30.69734 -11.93243 -8.75852
C -29.75430 -12.93382 -9.10967
H -27.81580 -13.26653 -9.97076
H -27.98278 -11.19503 -11.41183
H -29.43023 -9.49074 -10.68049
H -31.16292 -9.88492 -8.89968
H -31.46499 -12.08230 -8.01378
H -29.89049 -13.87903 -8.60527
C -25.39246 -15.87129 -9.35332
C -25.82010 -14.81234 -8.46665
C -25.57588 -13.50630 -8.75879
C -24.76392 -13.22410 -9.87767
C -24.27106 -14.23121 -10.70280
C -24.57891 -15.59393 -10.39104
H -25.55491 -16.91259 -9.11729
H -26.43591 -14.98680 -7.59673
H -25.87220 -12.69738 -8.10746
H -24.40301 -12.22417 -10.06821
H -23.69521 -13.92951 -11.56522
H -24.04430 -16.29599 -11.01370
C -20.93311 -17.55028 -11.52593
C -19.99719 -16.58015 -11.91066
C -19.05250 -16.87144 -12.93367
C -19.19971 -18.02019 -13.65186
C -20.05665 -19.07191 -13.22166
C -20.95917 -18.74343 -12.23923
H -21.59486 -17.34177 -10.69829
H -19.89038 -15.64593 -11.37939
H -18.29390 -16.17940 -13.26838
H -18.61642 -18.28153 -14.52241
H -20.09067 -20.00773 -13.75970
H -21.60197 -19.50103 -11.81585
C -23.52074 -11.50017 -6.33940
C -22.54919 -10.64731 -6.90873
C -22.38372 -9.37605 -6.38949
C -23.18708 -8.82815 -5.34859
C -24.14117 -9.65965 -4.81876
C -24.35201 -11.03497 -5.26986
H -23.62638 -12.46831 -6.80624
H -21.90362 -11.08944 -7.65316
H -21.65339 -8.72789 -6.85091
H -22.87760 -7.87128 -4.95488
H -24.74616 -9.38576 -3.96707
H -25.30912 -11.47259 -5.02733
C -28.20883 -10.27631 -6.90450
C -29.35055 -9.74698 -6.40429
C -29.28941 -8.41623 -5.80326
C -28.20358 -7.56357 -5.95204
C -27.17610 -8.08471 -6.78377
C -27.19650 -9.41019 -7.25305
H -28.17007 -11.30204 -7.24032
H -30.14726 -10.42496 -6.13597
H -29.99028 -7.93739 -5.13551
H -28.25009 -6.52483 -5.66006
H -26.39873 -7.50061 -7.25379
H -26.32233 -9.81683 -7.73972
C -28.99902 -17.23432 -8.59430
C -28.73219 -17.81726 -9.95949
C -28.52576 -16.76796 -11.09335
C -29.05965 -17.22275 -12.43255
C -28.25111 -18.40215 -12.89562
C -27.09016 -17.86259 -13.71724
H -29.76962 -16.49930 -8.82673
H -28.09808 -16.92403 -8.06503
H -29.42090 -17.95767 -7.89654
H -27.86884 -18.48239 -9.97787
H -29.46535 -18.56032 -10.27322
H -27.47176 -16.49105 -11.11570
H -29.00530 -15.86311 -10.72002
H -30.11659 -17.43338 -12.26938
H -29.18971 -16.41838 -13.15654
H -27.96179 -19.09949 -12.10943
H -28.85864 -19.07008 -13.50626
H -26.28617 -17.46310 -13.09910
H -26.63058 -18.64453 -14.32177
H -27.39636 -17.04846 -14.37416
```

## Properties
<S²>: 0.77
HOMO (alpha / beta) in eV: -10.6 / -10.6
Spin multiplicity: 2
Molecular weight in g/mol: 476.75
E in Eh: -1397.74054
Kohn-Sham gap (alpha / beta) in eV: 6.52 / 2.36
Charge: +1